# C29H75Cl2N11O7P3

4 unconnected molecules or ions with the total composition C29H75Cl2N11O7P3 at a distorted geometry (ωB97M-V/def2-TZVPD, the Open Molecules 2025 dataset).

```
127
Properties=species:S:1:pos:R:3
C 7.99079 0.66778 3.46241
C 7.81892 1.65521 2.30167
C 6.71726 1.20363 1.32516
N 5.42309 1.54347 1.94461
C 4.31365 0.73517 1.47973
O 4.59575 0.25613 0.19284
C 3.44223 0.12568 -0.62098
C 3.74116 -0.61594 -1.88769
Cl 4.01116 0.26172 -3.35564
C 3.76498 -1.95592 -1.85921
C 3.56527 -2.78458 -0.62615
Cl 4.02883 -2.82549 -3.32186
C 2.89612 1.50740 -0.93375
N 2.76813 2.33828 0.32534
C 2.97574 1.58742 1.58152
O 3.17382 2.60166 2.53850
C 1.76384 0.78073 2.03617
O 0.83412 1.60210 2.70003
O -0.10126 0.66464 3.22671
H 8.52815 -0.20783 3.09920
H 7.02202 0.29654 3.80586
H 8.50629 1.14028 4.29296
H 8.75664 1.85344 1.78982
H 7.46686 2.60642 2.71305
H 6.85070 1.77219 0.40957
H 6.86675 0.13295 1.16517
H 5.51454 1.46174 2.94654
H 4.22732 -0.12403 2.16675
H 2.65488 -0.45333 -0.13421
H 3.66052 -3.83768 -0.86667
H 2.59671 -2.61124 -0.15590
H 4.34786 -2.52896 0.08962
H 3.53093 2.05463 -1.62117
H 1.90665 1.40543 -1.37846
H 1.90220 2.87948 0.33700
H 3.51853 3.03729 0.31155
H 3.13697 2.17144 3.40021
H 2.12349 0.01270 2.72970
H 1.27513 0.24076 1.21801
H -0.53588 1.13190 3.95215
O 3.02804 7.95276 6.02204
P 1.92105 7.25118 5.28538
N 2.47507 7.42162 3.67451
C 1.76030 7.92768 2.52714
C 3.85903 7.06704 3.39597
N 0.62593 8.30734 5.73313
C 0.04575 9.26354 4.81136
C 0.76296 8.91026 7.05876
N 0.80101 6.02752 4.87571
C 1.15924 4.93846 3.98020
C -0.45590 5.81008 5.59120
H 2.00432 7.34795 1.62764
H 2.00965 8.97537 2.32958
H 0.68057 7.83907 2.63550
H 4.00068 5.97576 3.37862
H 4.53792 7.47739 4.14470
H 4.17848 7.45321 2.42840
H 0.79468 9.93287 4.36851
H -0.68940 9.88290 5.32658
H -0.51563 8.76457 4.01759
H 1.41993 9.78670 7.05023
H 1.17319 8.19572 7.77041
H -0.21815 9.21198 7.43370
H 0.71514 5.09441 2.99102
H 0.81132 3.97074 4.35040
H 2.23614 4.84607 3.86340
H -1.28381 6.26358 5.04128
H -0.43607 6.23079 6.58995
H -0.66998 4.74383 5.70694
O 0.83999 -0.48102 -1.37187
P -0.50827 -1.06427 -1.77924
N -0.48170 -0.78338 -3.46170
C -1.47967 -0.13453 -4.28234
C 0.71181 -1.19313 -4.19366
N -1.49748 0.03446 -0.86609
C -2.24880 1.10438 -1.49342
C -0.90684 0.50735 0.37677
N -1.79024 -2.16824 -1.87070
C -1.84506 -3.20932 -2.89795
C -2.76413 -2.37107 -0.79603
H -1.58109 -0.64416 -5.24537
H -1.21687 0.91044 -4.47844
H -2.47315 -0.17007 -3.83920
H 0.74762 -2.28179 -4.32711
H 1.61463 -0.89487 -3.66159
H 0.76127 -0.74262 -5.18405
H -1.61814 1.75928 -2.10971
H -2.72858 1.72316 -0.73356
H -3.07030 0.71443 -2.09622
H -0.20656 1.34393 0.21533
H -0.36198 -0.29273 0.87698
H -1.68871 0.83894 1.06338
H -2.57111 -2.93959 -3.66845
H -2.14121 -4.17606 -2.49016
H -0.88014 -3.36557 -3.37273
H -3.68177 -1.82244 -1.01923
H -2.38933 -2.03956 0.16613
H -3.01872 -3.42632 -0.68539
O -3.71602 -6.08658 -3.44703
P -4.83518 -7.09259 -3.55504
N -5.09618 -7.08257 -5.24152
C -6.33658 -6.90335 -5.96109
C -3.93190 -7.22220 -6.10705
N -6.02176 -6.21278 -2.64122
C -7.14350 -5.53850 -3.26273
C -5.47623 -5.38361 -1.57334
N -5.69966 -8.53845 -3.31550
C -5.53032 -9.69238 -4.19351
C -6.42906 -8.84870 -2.08491
H -6.37972 -7.56403 -6.83348
H -6.44922 -5.87206 -6.31278
H -7.20756 -7.16782 -5.36491
H -3.56329 -8.25603 -6.12306
H -3.11010 -6.58192 -5.78224
H -4.16834 -6.94468 -7.13340
H -6.83279 -4.83244 -4.04456
H -7.70710 -4.97893 -2.51438
H -7.85929 -6.25120 -3.67635
H -5.10839 -4.41760 -1.94521
H -4.64739 -5.88559 -1.07519
H -6.24187 -5.19679 -0.81558
H -6.38612 -9.78183 -4.86801
H -5.44956 -10.62220 -3.62870
H -4.62625 -9.62010 -4.79202
H -7.49352 -8.64546 -2.22122
H -6.07336 -8.26922 -1.24050
H -6.31755 -9.89961 -1.80987
```

Kohn-Sham gap	7.354	eV
total charge	+1

Atom charges from the Mulliken analysis, given in e for atoms 1 to 99: -1.080 -0.677 -0.442 -0.153 0.024 -0.518 1.026 -0.472 -0.100 0.586 -1.070 -0.166 -1.613 0.259 -0.081 -0.549 -0.412 -0.014 -0.391 0.316 0.289 0.350 0.425 0.303 0.195 0.334 0.287 0.215 -0.158 0.469 0.153 0.265 0.690 0.296 0.496 0.534 0.460 0.484 -0.187 0.304 -0.854 1.112 0.186 -1.277 -1.088 0.147 -1.013 -1.144 0.220 -1.083 -0.994 0.419 0.333 0.371 0.206 0.328 0.435 0.288 0.374 0.249 0.348 0.364 0.383 0.196 0.482 0.059 0.280 0.332 0.325 -0.325 0.719 0.303 -1.333 -0.521 0.102 -1.045 -1.439 0.144 -1.079 -0.928 0.424 0.325 0.386 0.236 -0.217 0.455 0.277 0.379 0.278 0.439 0.427 0.549 0.212 0.535 0.121 0.257 0.262 0.380 -0.688

=====

# C34H67BBrCl20N2O9P

11 unconnected molecules or ions with the total composition C34H67BBrCl20N2O9P at a distorted geometry (ωB97M-V/def2-TZVPD, the Open Molecules 2025 dataset).

```
135
Properties=species:S:1:pos:R:3
C 4.60824 -1.86301 -1.94159
O 3.32046 -1.70261 -1.35579
C 2.65554 -0.55933 -1.90325
C 1.37608 -0.32872 -1.05990
C 0.09894 -0.42516 -1.93172
C -0.58038 -1.82462 -1.91296
C -2.11437 -1.69221 -2.05494
C -2.88950 -1.41694 -0.74881
Br -1.74448 -1.03676 0.83572
C -3.57960 -2.73198 -0.24348
O -3.36400 -3.83664 -0.52992
N -4.59432 -2.24388 0.64764
C -5.05757 -0.89857 0.35066
O -4.67434 0.11439 1.27115
P -6.90877 -0.64483 0.24167
N -7.51487 -0.59233 1.67758
O -7.66828 -1.85848 -0.52958
O -7.29200 0.72591 -0.49789
C -4.14895 -0.53784 -0.91325
C -3.64099 0.92354 -1.02882
O -4.69502 1.88991 -1.06051
C -4.44406 2.94569 -1.87947
C -4.57816 4.36413 -1.30861
O -4.16936 2.83946 -3.01106
B -4.98127 -0.89304 -2.25301
O -5.43680 -2.18014 -2.53962
O -5.23665 0.05301 -3.19100
C -5.37795 -0.49560 -4.53513
H 4.64261 -1.47201 -2.96917
H 4.81760 -2.94009 -1.97010
H 5.35861 -1.35450 -1.31578
H 3.34125 0.30134 -1.81551
H 2.42333 -0.72637 -2.96879
H 1.33593 -0.95747 -0.16622
H 1.44355 0.70968 -0.70038
H -0.59846 0.34490 -1.56206
H 0.30027 -0.14280 -2.97444
H -0.24934 -2.45739 -1.08543
H -0.23607 -2.32662 -2.83228
H -2.46690 -2.61443 -2.53938
H -2.28024 -0.89935 -2.80260
H -5.41025 -2.85464 0.52848
H -4.67447 -0.28182 2.15884
H -6.78816 -0.70941 2.37882
H -7.66017 -1.71827 -1.49602
H -7.37799 1.38111 0.21428
H -2.97720 1.19030 -0.19664
H -3.01836 0.95865 -1.93415
H -4.32493 4.42476 -0.24733
H -3.96144 5.01470 -1.93079
H -5.62054 4.65875 -1.49728
H -5.66589 -2.68051 -1.74291
H -5.31737 0.36755 -5.20021
H -4.54072 -1.17288 -4.71832
H -6.35876 -0.96959 -4.63965
Cl 3.43725 2.62991 -0.49895
C 5.03407 3.42659 -0.55843
C 5.64039 3.39100 -1.93523
Cl 6.11145 1.73933 -2.41972
H 5.68384 2.94259 0.16751
H 4.88443 4.45957 -0.24837
H 6.54650 3.99683 -1.95213
H 4.95748 3.77860 -2.68850
Cl 7.44981 3.14668 -5.99870
C 9.12190 2.61056 -5.69778
C 9.39951 2.39346 -4.22960
Cl 9.40644 3.92269 -3.31153
H 9.79390 3.35180 -6.12596
H 9.25620 1.67501 -6.23961
H 10.38439 1.94444 -4.10377
H 8.66285 1.73378 -3.77611
Cl -7.03468 -1.85782 5.33155
C -8.40304 -2.45789 4.35714
C -9.57893 -2.85676 5.21162
Cl -9.24340 -4.31479 6.18744
H -8.04635 -3.29015 3.75386
H -8.68824 -1.64956 3.68433
H -10.43148 -3.09098 4.57577
H -9.86780 -2.05750 5.89089
Cl -4.79264 -3.85572 9.78116
C -6.07756 -4.43760 8.68664
C -7.31825 -4.85707 9.43314
Cl -7.05793 -6.33374 10.39906
H -5.67084 -5.25575 8.09606
H -6.31443 -3.61530 8.01159
H -8.11509 -5.07788 8.72409
H -7.66377 -4.07313 10.10368
Cl 7.34035 5.81113 1.06046
C 8.71372 4.93275 1.79450
C 8.94380 3.59372 1.14478
Cl 7.62887 2.43837 1.49904
H 8.52143 4.82627 2.86444
H 9.59542 5.55944 1.66556
H 9.86431 3.15176 1.52656
H 9.03161 3.68331 0.06289
Cl -5.86573 -7.24930 3.33557
C -4.94927 -7.47343 1.82299
C -4.67605 -6.16610 1.12298
Cl -6.16460 -5.43354 0.46966
H -5.50938 -8.15715 1.18838
H -4.00680 -7.94955 2.09067
H -4.00769 -6.32822 0.27926
H -4.21094 -5.44393 1.79083
Cl 12.56100 2.95605 3.27793
C 11.88281 2.77845 4.91718
C 10.38600 2.95742 4.93197
Cl 9.90906 4.64020 4.58354
H 12.37787 3.49703 5.56674
H 12.13690 1.77605 5.25945
H 9.99318 2.71437 5.91829
H 9.89932 2.31155 4.20256
Cl -3.93116 -0.40940 -7.45326
C -4.85813 -0.21458 -8.96214
C -6.33393 -0.45003 -8.75536
Cl -6.69884 -2.15590 -8.39298
H -4.44391 -0.89580 -9.70231
H -4.69240 0.80549 -9.30700
H -6.87784 -0.19510 -9.66415
H -6.72381 0.15771 -7.94127
Cl -3.43201 -2.89847 5.60047
C -1.73843 -3.33580 5.93665
C -1.51759 -3.54671 7.41180
Cl -1.64246 -2.02977 8.33363
H -1.09480 -2.55487 5.53691
H -1.53103 -4.25795 5.39440
H -0.51850 -3.94349 7.58980
H -2.24212 -4.24925 7.82025
Cl 10.99336 6.98329 -2.32814
C 11.92919 6.74061 -3.82323
C 12.26789 8.04424 -4.50298
Cl 10.82687 8.84499 -5.17765
H 11.35420 6.08622 -4.47579
H 12.84563 6.22239 -3.54222
H 12.94655 7.85916 -5.33497
H 12.74872 8.73827 -3.81685
```

energy above the lowest of the compared OMol25 structures with the same formula, charge and spin	86.8	kJ/mol
structure (SMILES)	COCCCCC[C@]1(Br)C(=O)N[C@](O)(P(=N)(O)O)[C@]1(COC(C)=O)B(O)OC.ClCCCl.ClCCCl.ClCCCl.ClCCCl.ClCCCl.ClCCCl.ClCCCl.ClCCCl.ClCCCl.ClCCCl
Kohn-Sham gap	9.603	eV

Atom charges from the Mulliken analysis, given in e for atoms 1 to 99: -0.648 -0.378 0.301 -0.629 -0.267 -1.512 -0.389 0.819 -0.027 -1.084 -0.484 0.225 0.206 -0.506 0.866 -0.825 -0.497 -0.430 0.991 -2.078 -0.268 0.736 -1.289 -0.465 1.217 -0.839 -0.456 -1.008 0.316 0.249 0.182 -0.251 0.345 0.304 0.145 -0.040 0.491 0.504 0.496 0.516 0.243 0.129 0.477 0.164 0.385 0.330 0.735 0.729 0.307 0.364 0.318 0.264 0.378 0.322 0.264 -0.163 0.087 -0.427 -0.200 -0.237 0.325 0.235 0.374 -0.173 -0.437 -0.377 -0.158 0.288 0.316 0.333 0.189 -0.212 -0.342 -0.519 -0.197 0.267 0.322 0.363 0.325 -0.197 -0.128 -0.227 -0.206 0.310 0.035 0.063 0.357 -0.209 -0.327 -0.094 -0.243 0.139 0.396 0.154 0.149 -0.179 -0.573 -0.287 -0.186

=====

# C52H43BN2O11

4 unconnected molecules or ions with the total composition C52H43BN2O11 at a distorted geometry (ωB97M-V/def2-TZVPD, the Open Molecules 2025 dataset).

```
109
Properties=species:S:1:pos:R:3
C -6.29496 0.13642 -2.25167
C -4.99417 -0.13563 -2.08926
N -4.62206 -1.34923 -1.42782
B -4.98107 -2.54553 -2.25299
O -4.20896 -2.96220 -3.33628
N -6.20423 -3.28869 -1.89375
C -7.32625 -2.96285 -2.80899
C -5.95255 -4.74507 -1.94639
C -3.26729 -1.29458 -0.98050
O -3.00532 -0.93760 0.13269
O -2.29190 -1.61823 -1.86462
C -1.15907 -2.23043 -1.25716
C -1.49536 -3.43005 -0.37038
O -1.36509 -3.05760 0.99824
C -1.43374 -4.14726 1.85084
O -0.46512 -4.80556 2.06689
C -2.81277 -4.37750 2.44299
C -3.22068 -3.12065 3.23110
H -7.02759 -0.31414 -1.59499
H -6.65884 0.79719 -3.02612
H -4.22346 0.56766 -2.38484
H -3.69736 -3.74577 -3.12564
H -7.89122 -3.86640 -3.03104
H -6.95532 -2.52407 -3.74309
H -8.02064 -2.24479 -2.37286
H -6.71869 -5.25555 -1.36370
H -4.98483 -4.97566 -1.49079
H -5.96831 -5.10004 -2.98335
H -0.55246 -1.53325 -0.68602
H -0.54394 -2.58404 -2.08390
H -0.79792 -4.25049 -0.56218
H -2.50541 -3.79628 -0.60516
H -3.48938 -4.52566 1.59880
H -2.73067 -5.26228 3.06571
H -3.22074 -2.23475 2.59824
H -4.21442 -3.25500 3.65427
H -2.50779 -2.94473 4.03800
O 3.08253 0.93425 -1.40707
C 3.17762 1.40302 -0.29091
C 2.41294 0.82742 0.84749
C 1.59852 -0.27702 0.62686
C 0.90332 -0.85122 1.67987
C 1.02655 -0.31984 2.96088
C 1.82565 0.78902 3.18548
C 2.51866 1.37004 2.12977
C 3.36323 2.56810 2.38363
O 3.41916 3.07092 3.48697
C 4.14986 3.12781 1.24952
C 4.98220 4.21879 1.47346
C 5.74578 4.72939 0.43668
C 5.68131 4.15343 -0.82902
C 4.84511 3.07428 -1.05970
C 4.07427 2.56000 -0.02358
H 1.51943 -0.68433 -0.37162
H 0.26941 -1.71296 1.51208
H 0.49395 -0.77385 3.78625
H 1.91755 1.20510 4.17924
H 5.03250 4.66029 2.45910
H 6.39585 5.57609 0.61357
H 6.28536 4.54848 -1.63522
H 4.79257 2.62337 -2.04116
O -7.38461 3.39763 -0.00551
C -6.65236 3.84758 0.85261
C -7.20177 4.64737 1.98174
C -8.57336 4.85833 2.06004
C -9.10316 5.57174 3.12207
C -8.26591 6.07695 4.11181
C -6.89730 5.88174 4.03113
C -6.35964 5.17118 2.96451
C -4.88460 4.98514 2.88441
O -4.14934 5.48493 3.71113
C -4.33794 4.16788 1.76764
C -2.96721 3.95083 1.69298
C -2.44650 3.16789 0.67648
C -3.29249 2.59824 -0.26953
C -4.65867 2.82110 -0.20831
C -5.18482 3.60937 0.80793
H -9.22063 4.46014 1.29107
H -10.17153 5.73230 3.18308
H -8.68316 6.62516 4.94619
H -6.24240 6.27702 4.79514
H -2.31395 4.39137 2.43325
H -1.37956 2.99525 0.62228
H -2.87909 1.97871 -1.05467
H -5.31900 2.38015 -0.94047
O 9.85255 0.31244 -2.42319
C 9.28962 -0.73507 -2.17754
C 9.75327 -2.01180 -2.78668
C 10.85954 -2.00006 -3.62809
C 11.32348 -3.18421 -4.17588
C 10.68559 -4.38601 -3.88514
C 9.57438 -4.40132 -3.05888
C 9.10109 -3.21513 -2.51075
C 7.89505 -3.24753 -1.63858
O 7.29814 -4.28624 -1.44157
C 7.44475 -1.97519 -1.01250
C 6.34155 -1.98841 -0.16705
C 5.92656 -0.81756 0.44494
C 6.61230 0.37117 0.21545
C 7.70458 0.39268 -0.63504
C 8.12291 -0.77823 -1.25541
H 11.35488 -1.06451 -3.84765
H 12.18685 -3.17366 -4.82808
H 11.05621 -5.31141 -4.30596
H 9.07237 -5.33218 -2.83454
H 5.81401 -2.91521 0.01092
H 5.06741 -0.82988 1.10486
H 6.29265 1.28233 0.70132
H 8.23553 1.31671 -0.81879
```

structure (SMILES)	C=CN(B(O)N(C)C)C(=O)OCCOC(=O)CC.O=C1c2ccccc2C(=O)c2ccccc21.O=C1c2ccccc2C(=O)c2ccccc21.O=C1c2ccccc2C(=O)c2ccccc21
Kohn-Sham gap	7.866	eV

Atom charges from the Mulliken analysis, given in e for atoms 1 to 99: -1.032 -0.212 0.324 0.340 -0.391 -0.097 -0.975 -1.112 -0.180 -0.481 -0.274 -0.264 -0.581 0.125 0.385 -0.571 -0.110 -0.985 0.375 0.265 0.593 0.332 0.410 0.313 0.279 0.314 0.306 0.413 -0.113 0.526 0.642 0.158 0.034 0.338 0.173 0.360 0.330 -0.689 0.522 -0.011 -0.680 -0.224 -0.668 -0.867 0.095 0.603 -0.684 0.625 -0.637 -0.488 -0.639 -0.562 0.264 0.709 0.508 0.500 0.508 0.491 0.419 0.444 0.517 -0.672 0.523 0.092 -0.509 -0.490 -0.469 -0.542 0.141 0.599 -0.664 0.403 -0.870 -0.693 -0.301 -0.311 0.099 0.472 0.399 0.399 0.470 0.489 0.619 0.326 0.493 -0.666 0.566 0.170 -0.556 -0.476 -0.471 -0.574 0.192 0.585 -0.665 0.315 -0.870 -0.493 -0.350

=====

- The highest Kohn-Sham gap belongs to which entry?
  C34H67BBrCl20N2O9P

=====

- Among the records above, which one has the highest Kohn-Sham gap?
  C34H67BBrCl20N2O9P

=====

- Look up the Kohn-Sham gap of the first one.
  7.354 eV